No. 1
23
Properties=species:S:1:pos:R:3 method="wB97M-V/def2-TZVPD" energy_ev=-15544.6425 charge=-1
O -2.79 -0.20 0.56
O -2.87 1.00 -1.27
N -1.19 -0.32 -0.97
N -2.32 0.14 -0.52
C -0.63 -1.34 -0.40
C 0.31 1.40 0.10
C -1.58 -2.46 0.29
C 1.63 -1.03 -1.23
C -0.65 2.56 0.30
C 1.10 1.34 -0.99
C 0.70 -1.67 -0.46
C 1.94 0.21 -1.39
H -1.57 2.09 0.76
H -2.18 -2.08 1.14
H -0.91 -3.33 0.45
H 2.41 -1.74 -1.56
H 0.96 2.01 -1.72
H 1.12 -2.45 0.09
H 0.46 0.77 0.96
H 2.86 0.20 -1.99
H -0.92 3.00 -0.65
H -2.24 -2.81 -0.50
H -0.17 3.29 1.06

---

No. 2
150
Properties=species:S:1:pos:R:3 method="wB97M-V/def2-TZVPD" smiles=COC[C@H](C)N.COC[C@H](C)N.COC[C@H](C)N.COC[C@H](C)N.COC[C@H](C)N.COC[C@H](C)N.OCCO.OCCO.OCCO.CO.CO.CO energy_ev=-75424.5178
O 1.36 0.00 -5.83
O 3.99 0.01 0.43
O -1.39 1.78 -0.29
O 1.53 -0.14 5.49
O -6.05 1.52 -3.36
O 3.28 -6.69 0.02
O -5.28 0.49 -0.69
O 0.59 4.38 -3.00
O -2.08 3.85 -1.99
O 1.30 -0.62 -0.14
O -3.01 0.80 4.98
O 3.09 -1.47 -2.68
O -0.73 4.83 2.28
O 3.94 -3.80 -3.67
O -1.98 -5.76 -1.69
N -2.97 0.11 1.39
N 0.37 -2.91 -1.82
N 1.95 4.14 -0.16
N -1.48 -1.87 -4.67
N 2.97 -6.17 2.75
N -0.51 2.87 5.69
C 4.46 -1.60 -2.93
C 4.39 1.32 0.86
C 4.84 -3.06 -2.79
C -3.34 0.18 6.21
C 1.82 2.76 6.05
C 0.44 0.69 5.69
C 2.72 0.17 -5.48
C -1.93 5.59 2.33
C 0.68 -0.73 -4.83
C -4.88 1.94 -2.59
C -3.22 2.29 2.43
C 0.69 2.14 5.21
C 1.53 3.41 -3.46
C -2.63 -6.47 -2.69
C 4.00 -6.68 -1.20
C -3.52 0.18 3.80
C 3.08 -5.33 0.50
C 1.25 4.22 1.12
C -5.10 1.86 -1.07
C -1.41 -4.55 -2.20
C -1.41 -3.11 -0.05
C -2.79 0.85 2.66
C -0.14 4.84 0.97
C -0.59 -3.89 -1.13
C -3.10 4.81 -1.74
C -0.37 0.97 -0.81
C 2.28 -5.34 1.76
C 2.07 -3.93 2.34
C -1.42 0.63 -4.70
C 0.30 0.23 0.34
C 1.88 -0.18 4.08
C -0.82 -0.67 -5.22
C 2.10 4.74 2.22
H -2.89 -0.90 1.51
H 0.85 2.33 4.13
H 1.17 -3.34 -2.33
H -3.34 -5.82 -3.18
H 0.21 0.67 6.79
H -4.08 1.27 -2.92
H 0.28 1.62 -1.40
H 2.95 4.05 2.50
H -4.60 2.95 -2.85
H -3.19 -7.31 -2.24
H 2.94 -3.34 2.71
H 2.89 -7.14 2.37
H -0.81 -0.69 -6.36
H -0.81 0.16 -1.48
H 0.01 -4.64 -0.63
H -0.46 -0.32 0.93
H -2.64 2.84 1.68
H 2.50 -6.12 3.68
H -2.98 0.88 6.96
H 2.46 5.76 2.00
H 1.42 4.81 3.06
H -0.22 -2.51 -2.57
H -6.69 2.18 -3.53
H 2.09 3.78 5.73
H -4.61 0.35 3.81
H -2.53 0.78 -4.92
H 4.70 -1.27 -3.97
H 0.99 3.19 1.44
H -2.10 -3.80 0.45
H -0.17 5.83 0.50
H -6.11 0.17 -1.12
H -2.99 -0.84 6.27
H -1.26 -2.72 -5.18
H 5.11 -1.03 -2.21
H -0.45 3.84 5.44
H 4.08 -4.84 0.53
H 5.03 -6.47 -1.06
H -0.88 1.45 -5.19
H -0.50 0.39 5.24
H -4.31 2.26 -0.45
H -2.51 -1.86 -4.80
H -2.94 5.41 -0.89
H -2.08 1.16 0.21
H 1.27 4.11 -0.95
H -0.62 4.13 0.29
H 1.51 -3.27 1.66
H -1.27 0.72 -3.64
H 0.81 -0.21 -3.87
H 5.90 -3.20 -3.19
H 1.55 3.28 -4.57
H 1.26 2.46 -3.00
H -2.23 5.63 3.38
H -3.30 -0.90 3.92
H 3.10 -3.37 -3.61
H 1.01 -0.24 3.38
H 2.53 3.77 -3.28
H -1.76 0.88 2.92
H -1.94 3.17 -1.26
H 3.15 0.88 -6.18
H -2.03 -2.28 -0.51
H 1.55 2.76 7.12
H 3.86 -7.69 -1.69
H -4.28 2.39 2.15
H -4.08 4.39 -1.61
H 3.51 -5.99 -1.83
H 2.88 -1.08 -1.79
H 3.62 2.12 0.63
H 5.34 1.57 0.41
H 1.14 -1.78 -4.69
H -2.64 5.15 1.67
H 0.87 -1.39 -0.62
H 0.84 0.99 0.96
H 2.45 0.69 3.77
H -4.44 0.04 6.27
H 1.26 -5.79 1.57
H -0.81 -2.55 0.63
H -1.38 2.57 5.29
H -0.76 -4.87 -3.05
H 2.53 -1.01 3.82
H -0.32 4.20 -3.24
H 4.69 1.46 1.92
H -2.26 -3.94 -2.59
H 2.54 -4.77 -0.27
H 4.75 -3.42 -1.75
H -3.82 0.30 0.92
H -1.93 -6.78 -3.52
H 3.05 -0.07 0.22
H -3.23 5.44 -2.59
H -1.70 6.57 1.94
H -6.02 2.41 -0.83
H -3.16 2.84 3.40
H 2.72 2.17 5.87
H 1.34 -4.07 3.13
H 2.48 5.03 -0.46
H 2.90 0.50 -4.42
H 3.24 -0.79 -5.56

---

no.,E_HOMO (eV),orbital gap (eV),lowest unoccupied orbital energy (hartree)
1,-3.4224,7.33,0.144
2,-8.9575,9.19,0.009